Entry 1:
The following is a DFT calculation (ωB97M-V with the def2-TZVPD basis set) of C33H48CoN9OS2 as an isolated structure.

XYZ file:
```
94
Properties=species:S:1:pos:R:3
Co -0.723 0.166 -0.065
S 3.850 1.130 0.636
C 3.249 1.747 2.041
N 3.983 2.122 3.099
C 3.327 2.606 4.307
C 2.165 1.693 4.607
N 1.272 1.678 3.451
C -0.150 1.481 3.759
C -0.760 2.702 4.400
C -0.823 3.908 3.703
C -1.371 5.030 4.303
C -1.865 4.960 5.601
C -1.804 3.765 6.298
C -1.250 2.641 5.699
C 1.736 1.846 2.222
S 0.761 2.112 0.893
C 5.438 2.280 3.042
C 5.820 3.739 3.056
C 5.513 4.546 1.963
C 5.833 5.894 1.981
C 6.465 6.448 3.088
C 6.775 5.649 4.177
C 6.450 4.298 4.160
H 2.997 3.642 4.192
H 4.047 2.572 5.123
H 1.598 2.072 5.457
H 2.505 0.678 4.835
H -0.208 0.632 4.445
H -0.652 1.212 2.832
H -0.437 3.958 2.692
H -1.415 5.964 3.758
H -2.293 5.838 6.066
H -2.185 3.705 7.310
H -1.205 1.706 6.247
H 5.781 1.787 2.136
H 5.867 1.765 3.904
H 5.028 4.111 1.096
H 5.596 6.514 1.126
H 6.718 7.499 3.097
H 7.272 6.074 5.039
H 6.699 3.673 5.010
N -2.603 -2.405 2.459
C -2.006 -1.734 1.468
O -1.381 -0.684 1.701
C -2.070 -2.244 0.065
C -2.033 -1.022 -0.853
H -2.550 -2.056 3.401
H -3.126 -3.242 2.275
H -2.917 -2.923 -0.078
H -1.154 -2.831 -0.076
H -3.016 -0.535 -0.873
H -1.782 -1.313 -1.874
C 2.701 -2.517 -2.687
N 2.758 -2.333 -1.243
C 3.205 -3.521 -0.522
C 2.846 -3.203 0.911
N 1.770 -2.235 0.768
C 1.508 -1.457 1.959
C 1.798 -1.667 -0.499
N 1.022 -0.703 -0.872
C 1.383 0.024 -2.085
C 0.415 1.154 -2.509
N -0.720 1.373 -1.620
C -1.539 2.346 -1.857
N -2.579 2.699 -1.030
C -2.807 2.305 0.340
C -3.137 3.980 -1.418
C -2.716 4.081 -2.868
N -1.530 3.226 -2.932
C -1.186 2.850 -4.300
H 3.391 -3.321 -2.937
H 3.027 -1.633 -3.226
H 1.703 -2.809 -3.026
H 4.273 -3.680 -0.666
H 2.671 -4.408 -0.884
H 3.689 -2.749 1.446
H 2.518 -4.081 1.468
H 2.454 -1.229 2.467
H 0.866 -2.010 2.646
H 1.017 -0.532 1.691
H 1.432 -0.642 -2.943
H 2.379 0.455 -1.947
H 0.057 0.885 -3.502
H 0.987 2.082 -2.604
H -2.151 1.495 0.645
H -3.839 1.974 0.466
H -2.619 3.146 1.015
H -2.712 4.785 -0.807
H -4.220 3.987 -1.292
H -2.471 5.097 -3.172
H -3.497 3.696 -3.533
H -1.524 3.657 -4.946
H -1.690 1.932 -4.614
H -0.116 2.747 -4.445
```

The value obtained for the highest occupied orbital energy (alpha / beta) is -0.3669 / -0.3655 Ha. The net charge is +1. The spin multiplicity is 2. The HOMO-LUMO gap (alpha / beta) is 0.2662 / 0.2658 Eh. For the lowest unoccupied orbital energy (alpha / beta), the calculation gives -2.739 / -2.714 eV. The expectation value of S² is 0.779. The value obtained for the energy relative to the best compared isomer or geometry (same formula, charge and spin) is 12.95 kcal per mole.



Entry 2:
The following is a DFT calculation (ωB97M-V with the def2-TZVPD basis set) of C27H29F3N4O2V as an isolated structure at a distorted geometry.

XYZ file:
```
66
Properties=species:S:1:pos:R:3
V -0.313 0.163 0.089
C -1.993 2.517 2.227
N -2.034 1.221 1.536
C -2.037 0.086 2.500
C -0.847 0.086 3.487
C 0.592 0.191 2.962
N 0.851 -0.568 1.754
C 1.513 -1.647 1.811
C 1.673 -2.489 0.684
C 2.078 -3.817 0.860
C 2.392 -4.662 -0.172
C 2.234 -4.195 -1.501
C 1.871 -2.878 -1.734
C 1.494 -2.048 -0.674
O 1.061 -0.859 -1.031
C -3.225 1.208 0.700
C -3.171 2.187 -0.490
C -1.961 2.059 -1.508
N -1.445 0.706 -1.572
C -1.817 -0.119 -2.484
C -1.708 -1.551 -2.462
C -1.875 -2.355 -3.619
C -2.037 -3.680 -3.571
C -1.878 -4.317 -2.326
C -1.598 -3.605 -1.197
C -1.553 -2.200 -1.202
O -1.406 -1.618 -0.042
H -2.863 2.670 2.845
H -1.144 2.641 2.878
H -1.844 3.319 1.480
H -2.976 0.088 3.090
H -2.015 -0.817 1.890
H -0.996 0.894 4.193
H -0.879 -0.791 4.165
H 0.951 1.206 2.725
H 1.233 -0.123 3.807
H 1.939 -2.008 2.767
H 2.176 -4.171 1.839
H 2.644 -5.674 0.084
H 2.466 -4.892 -2.315
H 1.705 -2.570 -2.765
H -3.350 0.193 0.331
H -4.080 1.502 1.355
H -4.054 1.958 -1.179
H -3.271 3.249 -0.217
H -2.330 2.347 -2.516
H -1.158 2.698 -1.264
H -2.358 0.311 -3.356
H -1.866 -1.819 -4.590
H -2.086 -4.235 -4.487
H -1.943 -5.406 -2.266
H -1.397 -4.076 -0.275
F 5.105 4.268 1.313
C 4.697 4.355 0.050
F 4.446 5.647 -0.170
F 5.689 4.034 -0.762
C 3.425 3.542 -0.167
C 2.439 3.688 0.775
C 1.251 2.933 0.725
N 1.068 1.988 -0.223
C 2.102 1.796 -1.100
C 3.280 2.550 -1.105
H 2.516 4.473 1.551
H 0.479 3.197 1.447
H 2.075 0.924 -1.757
H 4.065 2.296 -1.817
```

The value obtained for the highest occupied orbital energy (alpha / beta) is -0.2228 / -0.2625 Ha. The spin multiplicity is 4. The HOMO-LUMO gap (alpha / beta) is 0.2180 / 0.2560 Eh. For the lowest unoccupied orbital energy (alpha / beta), the calculation gives -0.129 / -0.177 eV. The expectation value of S² is 3.760.



Entry 3:
The following is a DFT calculation (ωB97M-V with the def2-TZVPD basis set) of one molecule with the formula C2H4ClOP at a distorted geometry.

XYZ file:
```
9
Properties=species:S:1:pos:R:3
C 0.122 -0.123 0.791
C -0.608 0.060 -0.449
O 2.189 0.102 -1.017
P 2.046 -0.008 0.402
Cl -2.387 0.258 -0.157
H -0.263 0.692 1.438
H -0.054 -1.085 1.325
H -0.665 -0.818 -1.210
H -0.380 0.922 -1.124
```

The value obtained for the highest occupied orbital energy is -0.3501 Ha. As for the SMILES: O=PCCCl. The HOMO-LUMO gap is 0.3181 Eh. For the lowest unoccupied orbital energy, the calculation gives -0.870 eV. The value obtained for the energy relative to the best compared isomer or geometry (same formula, charge and spin) is 25.43 kcal per mole.



Entry 4:
The following is a DFT calculation (ωB97M-V with the def2-TZVPD basis set) of one molecule with the formula C5H11NO2 at a distorted geometry.

XYZ file:
```
19
Properties=species:S:1:pos:R:3
C 0.440 -0.609 -0.148
C -0.258 0.692 -0.353
C -2.454 -0.668 -0.819
C 2.084 0.785 1.479
N -1.846 0.614 -1.046
C 1.793 0.379 0.060
O 0.021 -1.277 0.992
O 2.585 0.483 -0.845
H 0.582 -2.047 1.141
H -1.718 0.746 -2.048
H 0.617 -1.207 -1.044
H 0.111 1.339 -1.144
H -0.596 1.121 0.586
H -3.308 -0.824 -1.485
H -1.755 -1.510 -1.012
H -2.772 -0.745 0.221
H 3.138 0.625 1.699
H 1.457 0.253 2.191
H 1.879 1.852 1.575
```

The value obtained for the highest occupied orbital energy is -0.3096 Ha. As for the SMILES: CNC[C@H](O)C(C)=O. The HOMO-LUMO gap is 0.3315 Eh. For the lowest unoccupied orbital energy, the calculation gives 0.598 eV. The value obtained for the energy relative to the best compared isomer or geometry (same formula, charge and spin) is 76.26 kcal per mole.



> Which formula does entry 1 have?

C33H48CoN9OS2